# 1
ORCA calculation (ωB97M-V with the def2-TZVPD basis set) on a molecular structure, C3H10N3 at a distorted geometry.

Output
- ΔE to the lowest compared entry with this formula, charge and spin (kJ/mol) = 148.3
- charge = +1

CARTESIAN COORDINATES (ANGSTROEM)
C -1.350 -1.789 0.471
H -0.974 -1.975 -1.359
C 0.199 1.933 -0.768
H 0.664 2.670 -0.118
N 0.860 0.638 -0.550
N -1.159 -1.276 1.697
N -0.632 -1.462 -0.557
H 0.205 -0.375 -0.516
H -2.202 -2.460 0.400
H -0.850 1.828 -0.492
H 0.217 2.260 -1.804
H 2.658 1.537 -0.087
C 2.097 0.627 -0.266
H -0.425 -0.593 1.792
H -1.911 -1.234 2.354
H 2.602 -0.331 -0.197

natural (NBO) population analysis, charges in e, atoms 1 to 8:
1 C 0.361
2 H 0.401
3 C -0.444
4 H 0.220
5 N -0.420
6 N -0.761
7 N -0.769
8 H 0.430

---

# 2
ORCA calculation (ωB97M-V with the def2-TZVPD basis set) on 2 unconnected molecules or ions with the total composition C3H10N3O at a distorted geometry.

Output
- ΔE to the lowest compared entry with this formula, charge and spin (kJ/mol) = 136.6
- charge = -1

CARTESIAN COORDINATES (ANGSTROEM)
H -2.289 -2.522 -0.457
C 0.183 1.641 0.394
H -0.595 3.315 -0.547
H 2.308 -0.204 1.916
H 1.209 -0.595 0.596
C 1.360 1.359 1.003
O 0.008 -1.425 0.025
N 1.943 0.088 1.032
H -1.102 -0.780 -1.584
H -1.152 -3.624 -0.898
N -1.596 -2.743 -1.172
H -1.048 3.134 1.071
H -0.435 0.830 -0.042
H 0.157 -1.988 -1.962
H 1.929 2.196 1.429
C -0.564 -1.674 -1.188
N -0.317 2.991 0.384

natural (NBO) population analysis, charges in e, atoms 1 to 8:
1 H 0.336
2 C -0.185
3 H 0.345
4 H 0.342
5 H 0.457
6 C 0.001
7 O -0.964
8 N -0.887

---

# 3
ORCA calculation (ωB97M-V with the def2-TZVPD basis set) on 2 unconnected molecules or ions with the total composition C3H10N3O2 at a distorted geometry.

Output
- ΔE to the lowest compared entry with this formula, charge and spin (kJ/mol) = 107.0
- charge = -1

CARTESIAN COORDINATES (ANGSTROEM)
H 1.138 0.686 -0.258
H -0.774 0.229 -3.930
N -0.319 -0.340 1.867
C -0.715 0.171 -1.906
H 1.314 -0.782 2.992
H 0.269 -2.153 2.778
C 0.197 1.012 1.537
N -1.414 0.326 -3.140
O -1.393 -0.142 -0.903
H -0.668 1.538 1.091
H 1.027 0.151 -2.784
H -2.294 -0.187 -3.222
H 1.311 -1.598 1.379
H -0.838 -0.647 1.043
H 0.529 1.500 2.459
O 1.335 1.029 0.678
N 0.601 0.494 -1.929
C 0.693 -1.286 2.248

natural (NBO) population analysis, charges in e, atoms 1 to 8:
1 H 0.518
2 H 0.353
3 N -0.684
4 C 0.744
5 H 0.175
6 H 0.168
7 C 0.095
8 N -0.892

---

# 4
ORCA calculation (ωB97M-V with the def2-TZVPD basis set) on 2 unconnected molecules or ions with the total composition C3H10N3OS at a distorted geometry.

Output
- ΔE to the lowest compared entry with this formula, charge and spin (kJ/mol) = 186.1
- charge = +1

CARTESIAN COORDINATES (ANGSTROEM)
H 2.702 -1.949 0.523
N 0.760 0.454 -0.385
H 0.693 1.430 -2.174
H -4.143 0.294 0.053
C -2.292 -0.391 0.316
H 0.924 -1.940 0.432
H 1.792 -0.939 1.733
H -0.054 2.297 -0.773
H -3.753 -0.373 1.658
C 1.896 -1.350 0.738
N -3.492 -0.073 0.710
H -0.147 -0.095 -0.534
N 0.721 1.712 -1.116
H -1.513 -0.762 0.953
O 2.976 0.604 -0.163
H 2.846 1.501 -0.558
C 1.919 -0.106 -0.135
S -1.834 -0.314 -1.277

natural (NBO) population analysis, charges in e, atoms 1 to 8:
1 H 0.258
2 N -0.424
3 H 0.403
4 H 0.430
5 C -0.025
6 H 0.240
7 H 0.268
8 H 0.409

---

# 5
ORCA calculation (ωB97M-V with the def2-TZVPD basis set) on a molecular structure, C3H10N4 at a distorted geometry.

Output
- ΔE to the lowest compared entry with this formula, charge and spin (kJ/mol) = 418.7
- charge = 0

CARTESIAN COORDINATES (ANGSTROEM)
H 0.872 -0.744 1.089
N 2.242 -0.066 0.275
C -0.225 -1.153 1.140
N 1.250 1.971 -0.341
C 1.427 0.708 -0.443
H -2.630 0.078 0.729
H 2.453 -0.942 -0.195
N -0.918 -0.776 -0.025
H -2.105 0.779 -0.798
H 0.459 2.315 -0.876
N 0.380 -0.142 -1.210
H 0.735 -1.021 -1.571
H -1.253 1.210 0.716
H -0.127 -2.239 1.202
H -0.626 -0.712 2.055
C -1.752 0.406 0.164
H -0.184 0.328 -1.912

natural (NBO) population analysis, charges in e, atoms 1 to 8:
1 H 0.314
2 N -0.834
3 C -0.542
4 N -0.780
5 C 0.526
6 H 0.231
7 H 0.322
8 N -0.160

---

# 6
ORCA calculation (ωB97M-V with the def2-TZVPD basis set) on C3H10N4 in the gas phase at a distorted geometry.

Output
- ΔE to the lowest compared entry with this formula, charge and spin (kJ/mol) = 536.2
- charge = 0

CARTESIAN COORDINATES (ANGSTROEM)
H -0.508 -1.967 -0.528
H 0.919 1.124 1.268
H -0.132 1.281 -2.156
H -2.310 1.219 -0.164
H 1.495 1.444 -0.398
N -1.398 1.468 0.209
N 1.619 -0.548 0.172
H -1.321 -1.241 0.960
H -1.184 2.408 -0.130
C -0.408 -1.437 0.410
H 1.387 -2.462 0.979
C 0.914 -1.481 1.058
N -0.558 0.448 -1.742
C 1.020 0.702 0.254
H 0.057 -0.331 -1.989
N -0.466 0.538 -0.314
H 0.874 -1.165 2.111

natural (NBO) population analysis, charges in e, atoms 1 to 8:
1 H 0.198
2 H 0.154
3 H 0.339
4 H 0.362
5 H 0.178
6 N -0.659
7 N -0.673
8 H 0.191

---

# 7
ORCA calculation (ωB97M-V with the def2-TZVPD basis set) on C3H10N4 in the gas phase at a distorted geometry.

Output
- ΔE to the lowest compared entry with this formula, charge and spin (kJ/mol) = 440.7
- structure (SMILES) = C/C(=N/N)N(C)N
- charge = 0

CARTESIAN COORDINATES (ANGSTROEM)
H -0.737 2.298 -0.399
C 0.591 0.613 -0.091
H -2.040 -0.862 -1.360
H 2.976 -0.935 -0.879
H -1.540 -0.863 1.360
N -0.446 -0.437 -0.426
N -1.548 0.189 -1.019
H 1.346 -1.551 -0.881
H 1.229 2.535 0.097
N 1.874 0.465 -0.155
H -2.094 0.452 -0.133
C -0.661 -1.359 0.787
C 0.086 2.014 0.273
H -0.265 2.072 1.404
H -1.183 -2.222 0.487
N 2.143 -0.929 -0.369
H 0.270 -1.480 1.305

natural (NBO) population analysis, charges in e, atoms 1 to 8:
1 H 0.235
2 C 0.360
3 H 0.348
4 H 0.355
5 H 0.162
6 N -0.354
7 N -0.603
8 H 0.364

---

# 8
ORCA calculation (ωB97M-V with the def2-TZVPD basis set) on 2 unconnected molecules or ions with the total composition C3H10N4O.

Output
- ΔE to the lowest compared entry with this formula, charge and spin (kJ/mol) = 96.0
- structure (SMILES) = N/C=C/N.NC(N)=O
- charge = 0

CARTESIAN COORDINATES (ANGSTROEM)
H 2.379 -1.537 -2.017
C 0.969 0.785 -0.929
H 3.155 -0.397 -2.877
O -2.523 0.511 1.041
H -0.166 2.372 -0.316
H -1.678 0.755 3.329
H -0.980 0.957 -0.422
H 0.788 0.221 -2.963
N -0.246 1.511 -0.837
C 1.388 0.216 -2.058
H 1.659 0.808 -0.086
N -1.181 0.034 2.829
H -1.151 -0.792 3.388
N 2.604 -0.549 -2.046
N -1.319 -1.426 1.048
H -0.359 -1.666 1.231
H -1.591 -1.564 0.090
C -1.748 -0.240 1.596

natural (NBO) population analysis, charges in e, atoms 1 to 8:
1 H 0.357
2 C -0.043
3 H 0.360
4 O -0.643
5 H 0.367
6 H 0.395
7 H 0.384
8 H 0.175

---

# 9
ORCA calculation (ωB97M-V with the def2-TZVPD basis set) on C3H10N4O in the gas phase at a distorted geometry.

Output
- ΔE to the lowest compared entry with this formula, charge and spin (kJ/mol) = 172.8
- structure (SMILES) = NC1(N)COC1(N)N
- charge = 0

CARTESIAN COORDINATES (ANGSTROEM)
N -1.489 0.992 -0.620
H -1.652 1.959 -0.884
O 0.116 1.207 1.178
H 1.333 -0.294 2.048
C -0.148 0.809 -0.179
C 0.334 -0.227 1.616
H -0.940 -2.165 -0.814
H -1.839 -1.307 0.217
N -0.924 -1.720 0.096
H -0.430 -0.515 2.337
H 1.691 1.428 -0.746
H 1.237 -1.492 -1.341
H 2.161 -0.777 -0.191
H 0.420 2.164 -1.606
C 0.162 -0.795 0.228
H -2.138 0.755 0.120
N 0.754 1.343 -1.119
N 1.352 -1.367 -0.341

natural (NBO) population analysis, charges in e, atoms 1 to 8:
1 N -0.844
2 H 0.361
3 O -0.573
4 H 0.186
5 C 0.485
6 C -0.091
7 H 0.367
8 H 0.361

---

# 10
ORCA calculation (ωB97M-V with the def2-TZVPD basis set) on C3H10N4O in the gas phase at a distorted geometry.

Output
- ΔE to the lowest compared entry with this formula, charge and spin (kJ/mol) = 587.4
- structure (SMILES) = CN(C)/C(=N/N)NO
- charge = 0

CARTESIAN COORDINATES (ANGSTROEM)
H -1.981 0.862 -0.468
H -2.683 0.317 1.255
N 1.342 -0.953 -0.368
H 0.352 0.849 -3.433
H -0.327 -0.752 2.728
H 0.163 0.926 2.260
C -1.710 0.729 0.620
O 0.820 -2.220 0.087
N 0.167 0.954 -1.388
H 1.302 -0.652 1.646
H -1.459 1.784 1.061
C 0.259 -0.159 1.895
N 1.025 0.531 -2.620
H -0.171 -2.004 0.419
C 0.285 0.004 -0.473
H 1.761 1.139 -2.382
N -0.612 -0.197 0.591
H 1.467 -1.158 -1.430

natural (NBO) population analysis, charges in e, atoms 1 to 8:
1 H 0.244
2 H 0.204
3 N -0.375
4 H 0.378
5 H 0.207
6 H 0.203
7 C -0.427
8 O -0.602

---

# 11
ORCA calculation (ωB97M-V with the def2-TZVPD basis set) on 3 unconnected molecules or ions with the total composition C3H10N4O2 at a distorted geometry.

Output
- ΔE to the lowest compared entry with this formula, charge and spin (kJ/mol) = 394.4
- structure (SMILES) = [H]/N=C\NCC.N#[N+][O-].O
- charge = 0

CARTESIAN COORDINATES (ANGSTROEM)
C 0.022 1.385 0.449
H -2.577 1.087 -0.206
H 1.250 -0.402 1.035
H -0.343 -0.122 1.906
N -0.570 0.709 -0.680
C -1.944 0.460 -0.766
O 1.854 -2.209 -1.242
O -5.443 0.378 -0.054
N -2.535 -0.335 -1.592
H -1.954 -0.711 -2.230
H -0.008 -0.051 -0.977
H 1.941 -2.995 -0.813
N -4.873 -0.497 0.417
C 0.572 0.348 1.459
H 2.626 -2.219 -1.790
H 1.060 0.858 2.266
N -4.558 -1.462 0.827
H -0.681 2.034 0.799
H 0.933 1.930 0.196

natural (NBO) population analysis, charges in e, atoms 1 to 8:
1 C -0.202
2 H 0.153
3 H 0.220
4 H 0.202
5 N -0.616
6 C 0.285
7 O -0.927
8 O -0.344

---

# 12
ORCA calculation (ωB97M-V with the def2-TZVPD basis set) on a molecular structure, C3H10N4O2.

Output
- ΔE to the lowest compared entry with this formula, charge and spin (kJ/mol) = 421.2
- charge = 0

CARTESIAN COORDINATES (ANGSTROEM)
N 0.614 -1.041 0.326
H -0.263 1.900 -1.749
C -1.692 -0.851 1.387
H 0.911 -1.029 1.299
O -1.293 -1.288 -0.959
N 2.062 0.959 0.538
O -0.403 1.052 0.004
H 2.882 1.336 0.081
H -2.673 -0.453 1.138
C -0.884 -0.937 0.124
N 1.530 0.253 -1.646
H 0.984 -1.867 -0.144
C 1.242 0.332 -0.412
N -1.026 1.596 -1.138
H 0.939 -0.384 -2.170
H -1.449 0.801 -1.632
H -1.223 -0.205 2.126
H 1.554 1.685 1.029
H -1.815 -1.858 1.798

natural (NBO) population analysis, charges in e, atoms 1 to 8:
1 N -0.690
2 H 0.343
3 C -0.707
4 H 0.421
5 O -0.618
6 N -0.888
7 O -0.567
8 H 0.397

---

# 13
ORCA calculation (ωB97M-V with the def2-TZVPD basis set) on 2 unconnected molecules or ions with the total composition C3H10N4S2 at a distorted geometry.

Output
- calculated total energy (eV) = -30900.6176
- structure (SMILES) = N/N=C\NS.C=NSC
- charge = 0

CARTESIAN COORDINATES (ANGSTROEM)
H -0.226 2.623 1.227
H 1.442 0.746 -1.751
S -2.257 -0.158 -0.623
N 0.372 1.841 1.086
C -0.698 -1.427 0.804
H -0.117 1.028 1.479
N -1.917 -1.192 0.638
N 2.035 0.092 0.206
S 3.510 -0.705 -0.240
H -4.431 0.417 -1.111
C 1.305 0.842 -0.692
N 0.428 1.693 -0.342
H -3.855 0.774 0.793
H 2.154 0.576 1.110
H -4.368 -0.982 -0.050
H 0.190 -1.213 0.132
H 3.044 -1.976 -0.468
C -3.922 0.065 -0.178
H -0.414 -2.104 1.714

natural (NBO) population analysis, charges in e, atoms 1 to 8:
1 H 0.365
2 H 0.198
3 S 0.421
4 N -0.713
5 C -0.111
6 H 0.351
7 N -0.569
8 N -0.796

---

# 14
ORCA calculation (ωB97M-V with the def2-TZVPD basis set) on a gas-phase ion, C3H10N5 (charge +1) at a distorted geometry.

Output
- ΔE to the lowest compared entry with this formula, charge and spin (kJ/mol) = 558.7
- structure (SMILES) = [H]/N=N\NN/[N+](C)=C\C
- charge = +1

CARTESIAN COORDINATES (ANGSTROEM)
C 0.118 1.479 -0.592
H -2.571 -1.833 0.141
N 2.362 -0.350 0.618
N 0.278 -0.964 -0.478
C -1.775 0.169 0.238
H -3.264 -0.597 1.331
H -2.210 1.125 0.287
N -0.556 0.266 -0.235
H 1.092 1.584 -0.188
C -2.366 -1.051 0.835
H 3.762 0.628 -0.250
N 1.578 -0.598 -0.476
H 0.341 1.550 -1.728
H -0.161 -1.696 0.096
H -1.690 -1.646 1.524
N 3.479 0.089 0.561
H -0.415 2.326 -0.191
H 1.998 -0.481 -1.492

natural (NBO) population analysis, charges in e, atoms 1 to 8:
1 C -0.453
2 H 0.279
3 N 0.033
4 N -0.247
5 C 0.251
6 H 0.281
7 H 0.229
8 N -0.104

---

# 15
ORCA calculation (ωB97M-V with the def2-TZVPD basis set) on a gas-phase ion, C3H10N5 (charge +1) at a distorted geometry.

Output
- ΔE to the lowest compared entry with this formula, charge and spin (kJ/mol) = 598.9
- structure (SMILES) = [H]/N=[N+]1\NNN(C)[C@@H]1C
- charge = +1

CARTESIAN COORDINATES (ANGSTROEM)
H 1.221 -1.233 1.744
N 1.325 0.501 -0.157
H -0.975 1.331 1.701
H -0.179 -2.071 1.271
H -1.524 0.783 -1.919
N 0.839 1.525 0.575
H 3.128 1.107 -0.579
N -0.922 0.165 0.020
C -1.895 0.427 -0.946
C 0.714 -1.584 0.895
H 1.402 2.309 0.745
H 1.532 -2.282 0.321
N 2.484 0.341 -0.742
H 0.272 -1.028 -1.255
H -2.482 1.315 -0.655
N -0.528 1.431 0.718
H -2.694 -0.390 -1.207
C 0.282 -0.558 -0.276

natural (NBO) population analysis, charges in e, atoms 1 to 8:
1 H 0.230
2 N 0.172
3 H 0.413
4 H 0.253
5 H 0.191
6 N -0.205
7 H 0.358
8 N -0.292

---

Number 1: molecular weight 88.1 g mol⁻¹. Number 2: molecular weight 104.1 g mol⁻¹. Number 3: molecular weight 120.1 g mol⁻¹. Number 4: molecular weight 136.2 g mol⁻¹. Number 5: molecular weight 102.1 g mol⁻¹. Number 6: molecular weight 102.1 g mol⁻¹. Number 7: molecular weight 102.1 g mol⁻¹. Number 8: molecular weight 118.1 g mol⁻¹. Number 9: molecular weight 118.1 g mol⁻¹. Number 10: molecular weight 118.1 g mol⁻¹. Number 11: molecular weight 134.1 g mol⁻¹. Number 12: molecular weight 134.1 g mol⁻¹. Number 13: molecular weight 166.3 g mol⁻¹. Number 14: molecular weight 116.1 g mol⁻¹. Number 15: molecular weight 116.1 g mol⁻¹.